98
Properties=species:S:1:pos:R:3:forces:R:3 method="wB97M-V/def2-TZVPD" gap_ev="5.082 / 5.072" multiplicity=2 homo_ev="-9.37 / -9.23" charge=+1 e_lumo_ha="-0.157 / -0.153" s_squared=0.791 de_lowest_kcal_mol=43.8
Ru 0.375077 -0.012985 0.095184 3.2 0.4 3.6
C 1.853759 1.093492 2.935656 0.0 0.6 0.1
C 0.687609 1.918702 3.473711 0.1 -0.2 -0.2
C -0.251791 2.542061 2.473764 0.1 0.1 0.4
C -0.980090 3.665532 2.870396 -0.1 -0.1 -0.2
C -1.923202 4.212357 2.020061 0.1 -0.2 0.0
C -2.129158 3.602434 0.791482 0.1 0.0 0.1
C -1.354609 2.504615 0.460701 -0.5 0.4 -0.2
N -0.428463 1.994613 1.275039 0.3 -0.7 -1.0
N 1.503476 -0.216913 2.379854 -0.7 0.1 -1.6
C 2.729898 -0.926931 2.021036 0.5 -0.2 -0.3
C 2.470033 -2.123179 1.130912 2.7 -0.8 0.7
C 3.412907 -3.146870 1.038317 -0.7 1.9 0.7
C 3.104821 -4.282497 0.260738 -1.0 -0.5 -0.9
C 1.950560 -4.326592 -0.441896 0.5 0.0 0.8
C 1.069231 -3.126972 -0.498988 0.7 0.9 -1.4
N 1.340020 -2.110921 0.460166 -2.6 1.5 -0.9
C 0.706151 -1.039098 3.290374 -0.3 -0.4 0.0
C -0.784326 -0.898037 3.111137 0.0 0.0 0.2
C -1.656041 -1.238508 4.141471 0.0 0.1 -0.1
C -3.019744 -1.198236 3.912463 0.2 0.0 -0.1
C -3.468701 -0.798622 2.663463 0.0 0.1 0.0
C -2.534401 -0.447267 1.703048 -0.6 -0.1 0.1
N -1.228086 -0.515977 1.921438 0.4 -0.3 -0.8
H 2.569126 0.953171 3.764589 -0.1 -0.1 -0.2
H 2.362560 1.663043 2.151232 0.0 -0.1 0.1
H 1.117116 2.722285 4.075569 -0.1 -0.1 0.0
H 0.079025 1.307252 4.145968 0.0 0.1 0.1
H -0.819142 4.094597 3.847851 0.1 0.0 0.1
H -2.493377 5.080977 2.316666 0.0 0.0 0.0
H -2.871070 3.972626 0.103006 0.0 0.0 -0.1
H -1.473541 2.011081 -0.497106 -0.1 0.2 0.1
H 3.284117 -1.227911 2.926252 -0.1 0.1 -0.2
H 3.358351 -0.229830 1.456141 -0.1 0.0 0.2
H 4.343500 -3.089127 1.577917 0.0 0.0 0.3
H 3.791644 -5.113912 0.246758 0.0 -0.2 0.0
H 1.635460 -5.184338 -1.011585 0.1 -0.1 -0.2
H 1.168034 -2.653109 -1.506324 -0.4 -0.7 0.6
H 0.977644 -0.845378 4.337267 0.1 0.0 -0.1
H 0.934947 -2.089149 3.078637 0.1 0.1 0.1
H -1.267736 -1.542029 5.099582 0.1 0.0 0.2
H -3.712098 -1.482508 4.689962 -0.1 0.0 0.1
H -4.521448 -0.763076 2.441491 -0.1 0.1 -0.1
H -2.837730 -0.120072 0.717644 -0.1 0.0 -0.1
O 1.021850 -0.893360 -2.173607 -0.7 0.6 -1.0
S 0.089453 0.023592 -2.888873 0.9 -1.5 -1.5
O -0.753912 -0.648068 -3.831501 0.0 0.5 -0.1
O -0.610396 0.875853 -1.917112 0.1 -0.1 1.8
C 1.237464 1.141832 -3.665095 -0.3 -0.2 0.4
C 1.138517 1.599267 -4.961526 -0.1 -0.1 -0.1
C 2.093582 2.486619 -5.437817 0.0 -0.1 0.1
C 3.112603 2.920917 -4.603346 0.0 0.0 0.0
C 3.196215 2.466293 -3.299001 -0.2 -0.2 0.1
C 2.257035 1.556149 -2.820663 -0.1 0.2 0.1
P 2.484115 0.845543 -1.144099 -0.3 0.1 0.5
C 3.135269 2.367896 -0.341381 -0.3 -0.3 0.3
C 2.126782 3.298277 -0.083682 -0.1 -0.2 -0.1
C 2.405851 4.505748 0.521473 0.0 0.1 0.0
C 3.714497 4.809905 0.867381 0.0 0.0 0.1
C 4.723488 3.894303 0.619786 0.1 0.1 0.0
C 4.440333 2.678384 0.017435 0.0 -0.2 -0.1
C 3.906693 -0.242795 -1.523294 -0.2 -0.4 0.4
C 4.956658 -0.489213 -0.638288 -0.1 0.1 0.0
C 5.983821 -1.349722 -0.986611 0.1 0.0 0.1
C 5.977680 -1.998849 -2.207882 0.0 0.0 0.1
C 4.927294 -1.784745 -3.083242 0.1 0.0 -0.1
C 3.905987 -0.917216 -2.745732 -0.1 0.1 0.0
H 0.335042 1.236001 -5.582576 -0.1 0.0 -0.1
H 2.050418 2.833217 -6.458367 -0.1 0.0 -0.1
H 3.849970 3.620423 -4.966636 0.1 0.0 -0.1
H 3.997316 2.802090 -2.655570 0.0 0.0 0.0
H 1.114392 3.059002 -0.387014 0.0 0.1 0.0
H 1.610651 5.211004 0.717667 0.0 0.1 0.0
H 3.940853 5.760261 1.325176 0.1 0.1 0.1
H 5.744888 4.128406 0.882001 0.1 0.0 0.0
H 5.249312 2.002064 -0.208297 0.1 -0.1 0.0
H 5.007248 -0.005391 0.326208 0.0 0.0 0.0
H 6.800271 -1.508855 -0.298378 0.1 0.0 0.1
H 6.784424 -2.666943 -2.467498 0.1 -0.1 0.0
H 4.914365 -2.287937 -4.037437 -0.1 0.0 -0.1
H 3.093533 -0.759486 -3.436847 0.0 -0.1 -0.1
F -0.805959 -4.870612 -5.069670 -0.2 0.1 -0.1
C -1.783503 -4.232079 -4.412596 0.4 -0.2 0.5
C -1.808381 -4.263870 -3.070520 0.2 -0.2 -1.0
N -2.777016 -3.618375 -2.351968 -0.3 0.3 -0.1
C -2.633114 -3.525890 -0.914504 0.1 0.2 0.3
C -1.328011 -2.765443 -0.649425 -0.5 -0.8 0.1
O -0.317418 -3.586697 -0.441414 -0.5 -0.3 0.3
O -1.292373 -1.560912 -0.704379 -0.1 0.2 -0.2
C -3.762617 -2.854838 -2.978863 0.2 -0.4 0.3
O -4.593364 -2.250430 -2.348679 -0.4 0.4 0.1
N -3.732337 -2.908498 -4.346905 -0.2 0.3 -0.4
C -2.796171 -3.514427 -5.189126 0.1 -0.1 0.4
O -2.880994 -3.435498 -6.384176 0.1 0.0 -0.2
H -1.064708 -4.805020 -2.502038 0.0 0.0 -0.1
H -2.613449 -4.521369 -0.467429 0.0 0.1 0.0
H -3.485781 -2.948055 -0.545584 0.2 -0.1 0.0
H -4.434395 -2.349735 -4.824751 0.1 -0.1 0.2



39
Properties=species:S:1:pos:R:3:forces:R:3 method="wB97M-V/def2-TZVPD" gap_ev=4.521 homo_ev=-1.66 charge=-1 e_lumo_ha=0.105 de_lowest_kcal_mol=0.0
C -1.053312 -2.430945 -0.053125 -0.4 -0.2 0.3
N -1.004126 -1.299082 0.887874 1.0 0.4 -1.1
C -1.741217 -0.148464 0.352115 -0.5 -0.4 0.2
B 0.323425 -0.999497 1.390143 -0.4 -0.1 0.4
O 1.129357 -2.166987 1.591759 0.0 0.0 0.2
C 0.848120 0.455830 1.641551 -0.2 0.2 0.2
C 2.204984 0.639492 0.989516 -0.4 0.0 -0.2
C 1.922103 0.779117 -0.481759 0.3 -0.3 -0.1
C 1.510088 1.988851 -1.030493 -0.1 0.2 -0.1
C 1.229854 2.105648 -2.381244 0.0 -0.1 -0.1
C 1.328868 0.993587 -3.218621 -0.1 0.2 0.0
C 1.719093 -0.218753 -2.687201 0.0 -0.1 0.1
C 2.027943 -0.320342 -1.331891 0.0 0.0 0.1
O 0.974323 0.674299 3.179123 0.3 -0.2 0.0
B 2.005997 0.044311 3.784616 -0.2 0.0 0.0
O 3.180502 0.730595 4.097524 0.0 0.0 0.1
O 1.959102 -1.282528 4.237606 -0.1 -0.1 -0.4
H -1.582868 -3.291562 0.370596 -0.1 0.0 0.0
H -1.581874 -2.134953 -0.963910 0.0 0.0 0.0
H -0.061528 -2.776775 -0.337907 0.0 0.0 0.0
H -1.872139 0.603490 1.123931 0.2 0.1 -0.1
H -1.236474 0.290971 -0.512695 0.0 0.1 0.1
H -2.730539 -0.482486 0.021577 0.0 0.0 0.0
H 0.841577 -2.595208 2.404958 0.1 -0.1 -0.1
H 2.926442 -0.200715 1.096983 0.2 0.1 0.2
H 2.677577 1.559346 1.351444 0.1 0.0 0.0
H 1.390912 2.840950 -0.370382 0.0 0.0 0.0
H 0.925757 3.062059 -2.790024 0.0 0.0 0.0
H 1.093133 1.077591 -4.273276 0.0 0.0 0.0
H 1.787903 -1.090520 -3.327950 0.0 0.0 0.0
H 2.343664 -1.274266 -0.919530 0.0 0.0 0.0
H 3.043581 1.645924 3.833907 0.1 0.0 -0.2
H 2.740592 -1.763333 3.949548 0.1 0.1 0.2
C -5.122346 0.585809 -2.044287 0.1 0.1 0.1
O -3.838369 1.125935 -1.794428 -0.1 0.0 -0.2
H -4.970559 -0.417089 -2.437602 0.0 0.0 0.0
H -5.720592 0.511072 -1.130565 0.0 0.0 0.0
H -5.680251 1.168624 -2.785266 0.0 0.0 0.0
H -3.938703 2.010004 -1.432614 0.1 0.0 0.1



125
Properties=species:S:1:pos:R:3:forces:R:3 method="wB97M-V/def2-TZVPD" gap_ev="7.239 / 6.759" multiplicity=6 homo_ev="-15.60 / -15.60" charge=+3 e_lumo_ha="-0.307 / -0.325" s_squared=8.763
Fe -2.562358 1.172216 0.192106 -0.3 -0.3 -0.4
C -6.317370 -2.713145 -3.161352 -0.4 1.7 -1.0
N -5.187757 -3.160113 -3.999226 -1.0 -0.4 -0.1
C -3.980195 -2.627948 -3.878670 0.7 -0.3 0.0
C -2.919772 -3.209890 -4.592404 -1.2 0.3 1.4
C -3.175974 -4.328348 -5.358544 0.2 0.0 0.2
C -4.485602 -4.747191 -5.579199 0.7 -0.1 -0.1
C -5.477945 -4.121704 -4.900865 -0.1 0.1 0.0
C -2.059590 -4.988167 -6.051579 0.3 0.7 -0.7
C -1.905953 -6.372425 -6.209290 -0.7 0.3 0.7
C -0.915568 -6.900352 -6.992305 0.6 1.6 -0.3
N -0.102980 -6.014470 -7.668057 -0.5 -0.5 0.4
C -0.227822 -4.690525 -7.517851 0.1 0.1 0.7
C -1.177265 -4.123148 -6.681842 1.0 -0.4 -1.0
C 0.904063 -6.463212 -8.646629 1.2 -0.4 0.0
H -6.411396 -3.222962 -2.222127 0.3 -0.5 0.3
H -7.225773 -2.813352 -3.770811 0.2 -0.1 0.4
H -6.137804 -1.645167 -3.007223 -0.3 -0.3 0.3
H -3.886450 -1.791370 -3.176843 0.1 -0.3 -0.3
H -1.950305 -2.867264 -4.309052 0.7 0.2 -0.3
H -4.649337 -5.530252 -6.295255 -0.5 -0.2 -0.1
H -6.526196 -4.295830 -5.074050 -0.1 -0.3 0.2
H -2.603000 -6.987321 -5.652591 0.2 -0.4 -0.2
H -0.720144 -7.953371 -7.074613 0.1 -0.2 -0.3
H 0.505869 -4.082376 -8.030843 -0.2 -0.1 -0.2
H -1.177579 -3.032340 -6.664629 -0.4 -0.4 0.3
H 1.946498 -6.527635 -8.186732 -1.5 0.0 -0.4
H 0.927085 -5.693932 -9.438427 0.0 -0.7 0.2
H 0.580421 -7.445519 -9.023034 0.4 0.5 0.0
C 5.282344 3.008543 -3.411601 -1.3 -0.7 -0.8
C 6.012388 2.644066 -2.156852 -0.2 0.1 -0.1
N 5.496253 1.347476 -1.509571 1.1 0.5 0.0
C 5.841670 0.271144 -2.500751 -0.4 -0.7 0.3
C 6.187706 1.009356 -0.192333 -0.5 0.1 0.4
C 7.685426 0.853123 -0.243275 0.5 1.1 0.6
C 4.022133 1.360889 -1.159547 -0.3 -2.4 0.3
C 3.425738 2.337154 -0.133374 0.6 0.0 -1.0
O 3.332517 3.523166 -0.896408 -0.3 1.5 1.1
C 2.797489 4.715716 -0.195852 0.6 -1.4 -0.8
H 4.245177 2.669592 -3.281972 0.2 0.1 -0.7
H 5.714721 2.689058 -4.375664 -0.2 -0.3 0.6
H 5.184299 4.065786 -3.500983 0.1 0.9 0.2
H 5.844804 3.447268 -1.468631 0.2 0.2 0.7
H 7.042427 2.533567 -2.459935 0.5 -0.3 0.8
H 6.898423 0.320846 -2.814600 -0.6 0.3 0.2
H 5.173917 0.362082 -3.357158 0.1 0.0 0.1
H 5.694047 -0.697954 -2.002094 -0.1 0.3 -0.3
H 5.677534 0.097863 0.195429 0.3 0.6 -0.5
H 5.953905 1.836144 0.513271 0.1 -0.6 -0.5
H 8.144632 0.266584 -1.047869 -0.3 0.2 0.3
H 7.982077 0.436874 0.717932 0.0 -0.4 -0.1
H 8.104734 1.874114 -0.164786 0.2 -0.5 -0.6
H 3.841743 0.264234 -0.918537 0.0 1.4 0.2
H 3.406970 1.499434 -2.031696 0.1 0.2 -0.6
H 3.917285 2.467078 0.845420 0.1 0.0 -0.4
H 2.459113 1.888113 0.040392 -0.5 0.1 0.3
H 1.759263 4.569519 0.018562 -0.6 -0.3 0.3
H 2.826545 5.502243 -0.939917 0.4 0.2 0.2
H 3.348157 4.922714 0.729478 0.1 0.1 -0.4
C -1.174614 3.286212 7.679658 1.1 0.0 -0.3
C -0.590024 1.866784 7.953291 -0.8 1.1 0.5
N 0.012374 1.151372 6.767422 -0.4 0.1 -0.4
C -1.084083 0.840539 5.797754 -0.4 -0.9 0.4
C 1.032697 1.964569 6.024699 -0.8 0.2 -1.0
C 2.117082 2.487541 6.850793 1.2 1.3 1.0
C 0.535242 -0.112816 7.302215 1.3 -0.6 1.5
C 1.517790 -0.886311 6.483615 -0.1 -0.2 -1.8
O 0.826014 -1.324644 5.317925 0.2 -0.5 -0.8
C 1.616188 -2.135681 4.446554 1.6 -0.8 0.4
H -0.342335 4.032934 7.612702 -0.7 -0.6 -0.1
H -1.753457 3.581604 8.573064 0.0 -0.2 -0.6
H -1.762085 3.342285 6.734058 0.2 0.0 1.0
H -1.398824 1.199515 8.275938 0.2 0.1 0.0
H 0.142186 1.938102 8.783343 -0.3 -0.2 -0.7
H -1.474576 1.781333 5.455170 -0.3 0.2 -0.3
H -1.840399 0.251109 6.372698 0.5 0.5 -0.8
H -0.660126 0.244048 4.976274 -0.3 0.3 0.4
H 0.486536 2.837091 5.661738 -0.2 -0.3 -0.4
H 1.406085 1.383532 5.156511 -0.5 0.2 0.5
H 2.753167 1.716931 7.266844 0.2 0.0 0.3
H 1.738093 3.169516 7.644813 0.4 -0.6 -0.3
H 2.738076 3.133189 6.207192 -0.1 -0.3 0.2
H -0.263298 -0.793546 7.564372 -0.6 0.1 -0.2
H 1.007267 0.131730 8.261052 0.1 -0.1 -0.2
H 1.815934 -1.771175 7.043353 0.4 0.1 0.3
H 2.375724 -0.303095 6.107899 0.1 -0.2 0.7
H 1.030689 -2.622963 3.663774 -0.2 0.4 0.3
H 2.199552 -2.918212 4.979723 -1.0 0.0 0.3
H 2.509639 -1.658774 3.997915 -0.8 0.9 -0.2
N -2.345936 2.768138 1.254083 -0.5 0.4 0.3
S -0.891286 3.594408 1.530152 0.3 -2.6 0.9
O -0.140625 2.952647 2.566677 -0.9 1.0 0.2
O -1.131783 4.957588 1.370422 0.4 1.1 0.2
F -0.124537 3.063872 0.308529 0.2 0.0 -1.2
S -3.632492 3.855163 1.740335 0.2 -2.2 -2.5
O -3.825874 4.757827 0.717912 -1.1 1.0 -2.3
O -3.352375 4.275554 2.999018 0.9 1.0 4.9
F -4.840335 2.874983 1.846062 0.7 -0.1 -0.6
N -0.761991 0.036446 -0.265754 -1.7 1.3 3.3
S -0.144013 -0.364934 -1.610937 -0.3 -1.6 -6.5
O 0.305975 -1.713889 -1.656691 0.6 0.2 0.8
O 0.558779 0.648136 -2.320461 0.0 -0.1 0.9
F -1.523339 -0.545093 -2.555979 0.9 0.7 1.4
S 0.188155 -0.520156 0.953204 -0.1 -2.3 1.7
O 1.502246 -0.068325 0.845037 1.8 1.8 -0.7
O 0.060274 -1.878136 1.278500 -1.0 -1.1 -0.5
F -0.463608 0.163726 2.175589 -0.7 1.2 -0.3
N -3.553196 1.712517 -1.612254 -1.9 -0.6 2.8
S -5.153744 1.532879 -2.119729 0.7 -1.8 -6.0
O -5.324669 0.141587 -2.669909 0.6 3.6 2.3
O -5.490227 2.628646 -3.008391 0.6 -1.8 1.8
F -5.990995 1.663076 -0.893634 -0.4 -0.2 1.9
S -2.758955 2.672684 -2.623137 2.4 1.1 3.1
O -3.057320 4.012434 -2.682508 -0.8 2.7 1.0
O -2.517728 1.975723 -3.745015 0.9 -3.6 -6.1
F -1.286916 2.529634 -1.855387 -1.8 0.3 0.3
N -3.572509 -0.224891 1.315010 0.2 0.6 -1.2
S -3.926378 -1.709596 0.574125 -0.2 0.2 2.5
O -5.279958 -1.880735 0.354773 -3.1 0.9 -1.4
O -3.332817 -2.730409 1.286943 2.5 -1.7 0.8
F -3.245970 -1.569750 -0.793985 0.7 0.9 -0.6
S -4.209855 -0.152149 2.890612 0.3 -3.3 1.8
O -4.021235 -1.407635 3.572283 0.2 1.4 -1.3
O -5.473162 0.448020 3.007031 -0.1 1.0 -0.9
F -3.141385 0.778613 3.539945 0.1 0.7 -0.6



Number 1: DFT total energy -3450.682849 a.u.. Number 2: DFT total energy -911.944649 a.u.. Number 3: DFT total energy -8138.714016 a.u..